Here is C27H46BrN8O7PSTl as an isolated structure from the Open Molecules 2025 dataset. Energies are from the ωB97M-V functional and the def2-TZVPD basis.

```
92
Properties=species:S:1:pos:R:3:forces:R:3
Tl -0.492628 0.214179 2.004327 0.0023 -0.0870 -0.0318
C -2.242274 -1.932508 -3.812997 -0.0594 0.0016 -0.0163
N -0.791867 -1.912428 -3.659281 0.0249 -0.0270 0.0515
C -0.009543 -1.531623 -4.813622 -0.0090 -0.0174 -0.0133
C -0.181535 -2.130134 -2.475439 -0.1549 -0.5826 -0.0885
O 1.041883 -2.078760 -2.338691 0.0742 -0.5183 -0.1370
C -1.108702 -2.389301 -1.290391 -0.0884 -0.0123 0.1069
O -0.411262 -2.336029 -0.065715 0.0675 0.0779 -0.1627
C 0.332533 -3.487916 0.203158 -0.0068 0.0198 0.0235
C 1.538426 -3.123474 1.056824 -0.0196 0.0684 -0.0317
O 1.746905 -1.987659 1.444094 -0.0070 -0.0302 0.0224
N 2.367984 -4.163288 1.366830 -0.0194 -0.0422 -0.0123
C 3.600262 -3.881151 2.073475 0.0107 0.0142 -0.0111
C 2.254097 -5.456659 0.718667 -0.0058 0.0074 0.0277
H -2.477277 -2.128760 -4.857580 0.0281 0.0380 -0.0275
H -2.689773 -0.974753 -3.528131 0.0045 -0.0402 0.0051
H -2.693629 -2.737090 -3.240526 -0.1163 -0.0663 0.1387
H -0.211103 -2.208634 -5.646424 0.0093 0.0095 0.0009
H 1.045015 -1.577515 -4.557384 0.0076 -0.0049 -0.0029
H -0.267549 -0.514978 -5.130559 -0.0179 -0.0246 -0.0180
H -1.652522 -3.332382 -1.423100 -0.0546 -0.0458 0.0083
H -1.847509 -1.588586 -1.247672 -0.0547 -0.0710 0.0263
H 0.696225 -3.949764 -0.718116 0.0023 -0.0220 -0.0368
H -0.285502 -4.227517 0.732327 0.0042 0.0004 -0.0159
H 3.492075 -2.938565 2.601441 0.0021 -0.0026 -0.0022
H 4.449202 -3.800200 1.385963 -0.0009 -0.0015 0.0002
H 3.804380 -4.679831 2.788232 0.0003 -0.0006 -0.0026
H 1.229024 -5.822716 0.739309 0.0056 -0.0012 -0.0083
H 2.871702 -6.169728 1.262492 -0.0133 -0.0096 0.0031
H 2.593397 -5.431489 -0.321693 0.0250 -0.0078 -0.0009
N 0.006574 1.394297 -2.899694 -0.0682 0.0566 0.0389
C 0.056685 0.505354 -1.862680 0.2114 0.3922 0.1595
N -0.835162 0.739656 -0.945377 -0.1517 0.2692 0.1182
C -1.534551 1.856933 -1.392354 -0.0162 0.0195 -0.0371
C -2.575008 2.558721 -0.785541 0.0258 -0.0089 0.0000
C -3.070738 3.663273 -1.448526 0.0091 0.0230 -0.0308
C -2.552980 4.069637 -2.689073 -0.0320 0.0133 0.0128
C -1.516564 3.389622 -3.299478 0.0107 -0.0282 0.0042
C -1.018400 2.280421 -2.623328 -0.0199 0.0334 -0.0294
H 0.582709 1.368119 -3.721081 0.0131 -0.0042 0.0130
H 0.762665 -0.313909 -1.843248 0.0875 0.4836 0.1439
H -2.941500 2.271129 0.191790 -0.0049 -0.0038 0.0070
H -3.869105 4.237190 -0.996859 -0.0048 0.0003 -0.0011
H -2.972855 4.940295 -3.176728 -0.0025 0.0025 0.0020
H -1.115120 3.708955 -4.252929 0.0028 0.0033 -0.0015
C 3.690068 3.098171 -0.428895 -0.0135 -0.0075 0.0025
N 3.288058 2.220429 0.649161 -0.0246 0.0033 -0.0225
C 3.373951 0.799446 0.340340 -0.0131 -0.0028 0.0031
P 2.477744 2.733840 1.996078 0.0736 0.0191 -0.0270
O 1.784113 1.601610 2.657639 -0.0695 0.0058 0.0137
N 3.562847 3.465118 3.039825 -0.0086 -0.0312 0.0238
C 4.987407 3.477935 2.776907 -0.0017 0.0211 -0.0106
C 3.237851 3.392746 4.458167 0.0082 0.0045 0.0044
N 1.552179 3.990699 1.438058 0.0262 0.0113 0.0044
C 0.514007 3.620989 0.475423 -0.0520 -0.0088 -0.0432
C 1.111985 5.050685 2.339339 -0.0004 -0.0163 0.0022
H 4.723562 2.886622 -0.723998 0.0049 0.0056 0.0013
H 3.615562 4.138895 -0.121679 -0.0098 0.0025 -0.0048
H 3.053404 2.959058 -1.312121 0.0047 -0.0060 0.0036
H 4.401652 0.536893 0.070364 0.0077 -0.0102 0.0135
H 2.722270 0.541729 -0.502218 0.0180 0.0106 -0.0124
H 3.057918 0.202516 1.191057 -0.0045 0.0013 -0.0046
H 5.187315 3.590913 1.714406 -0.0003 -0.0021 0.0038
H 5.481031 2.559931 3.123304 -0.0013 -0.0005 0.0012
H 5.444590 4.323106 3.299160 -0.0001 0.0007 -0.0009
H 2.160267 3.344442 4.600873 0.0027 -0.0016 -0.0051
H 3.620063 4.281949 4.968072 0.0041 -0.0010 -0.0016
H 3.674579 2.503718 4.927663 -0.0009 -0.0036 0.0023
H 0.848185 2.778374 -0.131422 0.0025 -0.0055 -0.0154
H 0.311146 4.466187 -0.188795 0.0250 -0.0012 -0.0051
H -0.416732 3.345896 0.979635 0.0146 -0.0070 -0.0174
H 1.932168 5.350097 2.988314 0.0014 0.0002 0.0074
H 0.250502 4.739149 2.939231 -0.0003 0.0062 -0.0020
H 0.816512 5.914128 1.738210 -0.0049 -0.0006 0.0043
Br -2.128305 2.625646 3.002643 -0.0306 0.0011 -0.0040
N -3.283183 -0.644955 2.818141 0.0402 0.0233 0.1350
C -3.791467 -1.496201 1.839626 0.0262 -0.0625 -0.0377
C -3.622889 -2.880124 1.963199 0.0383 0.0545 0.0018
C -3.999134 -3.725365 0.938757 -0.0340 0.0216 -0.0699
C -4.562146 -3.215616 -0.228410 0.0751 -0.1175 0.0763
C -4.772819 -1.853822 -0.336337 0.1042 0.0558 -0.0665
C -4.384523 -0.993602 0.685489 -0.0154 0.0225 -0.0076
S -4.849947 -4.324217 -1.600096 0.0635 0.1930 -0.0734
O -3.492917 -4.772369 -1.936856 0.0944 0.0103 -0.0651
O -5.447518 -3.488042 -2.633734 0.0164 -0.0243 -0.0233
O -5.702234 -5.381633 -1.089008 0.0129 -0.0362 0.0038
H -3.552256 0.330013 2.800619 -0.0047 0.0007 -0.0177
H -3.234981 -1.018026 3.752015 -0.0427 -0.0021 0.0014
H -3.158472 -3.279315 2.859337 -0.0062 0.0016 0.0072
H -3.841581 -4.794048 1.019369 -0.0136 -0.0012 0.0133
H -5.216967 -1.470910 -1.246661 -0.0096 0.0025 0.0113
H -4.529950 0.076880 0.585095 -0.0037 -0.0036 0.0018
```
Forces are in eV/Å.

Summary:
gap between HOMO and LUMO	7.11	eV
relative energy (zero: lowest compared OMol25 entry of this formula, charge and spin)	11.8	kJ/mol
spin multiplicity	1
total charge	-1
LUMO	2.0590	eV
HOMO level	-5.0	eV

Need the Löwdin charges? In units of e they are: number 1, Tl, carries 0.729; number 2, C, carries -0.013; number 3, N, carries -0.129; number 4, C, carries -0.049; number 5, C, carries -0.454; number 6, O, carries 0.003; number 7, C, carries -0.115; number 8, O, carries -0.169; number 9, C, carries -0.131; number 10, C, carries -0.409; number 11, O, carries -0.011; number 12, N, carries -0.152; number 13, C, carries -0.047; number 14, C, carries -0.054; number 15, H, carries 0.094; number 16, H, carries 0.101; number 17, H, carries 0.070; number 18, H, carries 0.090; number 19, H, carries 0.082; number 20, H, carries 0.080; number 21, H, carries 0.122; number 22, H, carries 0.121; number 23, H, carries 0.127; number 24, H, carries 0.144; number 25, H, carries 0.084; number 26, H, carries 0.092; number 27, H, carries 0.084; number 28, H, carries 0.087; number 29, H, carries 0.084; number 30, H, carries 0.097; number 31, N, carries 0.142; number 32, C, carries -0.175; number 33, N, carries 0.099; number 34, C, carries -0.247; number 35, C, carries -0.028; number 36, C, carries -0.083; number 37, C, carries -0.103; number 38, C, carries -0.034; number 39, C, carries -0.207; number 40, H, carries 0.147; number 41, H, carries 0.105; number 42, H, carries 0.055; number 43, H, carries 0.102; number 44, H, carries 0.095; number 45, H, carries 0.101; number 46, C, carries -0.128; number 47, N, carries -0.304; number 48, C, carries -0.084; number 49, P, carries 0.514; number 50, O, carries -0.425; number 51, N, carries -0.309; number 52, C, carries -0.114; number 53, C, carries -0.125; number 54, N, carries -0.291; number 55, C, carries -0.123; number 56, C, carries -0.104; number 57, H, carries 0.079; number 58, H, carries 0.078; number 59, H, carries 0.079; number 60, H, carries 0.084; number 61, H, carries 0.079; number 62, H, carries 0.059; number 63, H, carries 0.060; number 64, H, carries 0.085; number 65, H, carries 0.080; number 66, H, carries 0.078; number 67, H, carries 0.080; number 68, H, carries 0.085; number 69, H, carries 0.063; number 70, H, carries 0.095; number 71, H, carries -0.003; number 72, H, carries 0.066; number 73, H, carries 0.058; number 74, H, carries 0.083; number 75, Br, carries -0.277; number 76, N, carries 0.022; number 77, C, carries -0.347; number 78, C, carries -0.041; number 79, C, carries -0.069; number 80, C, carries -0.289; number 81, C, carries -0.068; number 82, C, carries -0.033; number 83, S, carries 0.402; number 84, O, carries -0.389; number 85, O, carries -0.377; number 86, O, carries -0.359; number 87, H, carries -0.015; number 88, H, carries 0.086; number 89, H, carries 0.105; number 90, H, carries 0.115; number 91, H, carries 0.106; number 92, H, carries 0.105